# 1
79
Properties=species:S:1:pos:R:3:forces:R:3:lowdin_charge:R:1 method="wB97M-V/def2-TZVPD" spin_multiplicity=1 gap_ev=5.643 homo_energy_ev=-6.756 fmax_ev_per_a=2.59 lumo_ev=-1.11
Ir 0.7805 0.3639 1.2402 -1.643 -1.765 0.239 0.351
O -2.5393 -4.9675 4.4787 -0.286 -0.495 0.316 -0.054
C -1.9133 -4.1912 3.8235 0.231 0.429 -0.338 -1.047
S -2.5274 -3.4177 2.3546 0.085 0.071 -0.136 0.942
C -1.1677 -2.3241 2.0890 1.140 -0.957 1.646 -1.184
C -0.1173 -2.4289 2.9641 -2.047 -0.548 -1.009 -1.186
S 1.2796 -1.4472 3.0056 1.041 2.130 -1.037 0.533
S -0.2702 -3.6664 4.2164 0.182 0.246 0.093 0.947
S -1.3005 -1.2013 0.8232 0.766 1.640 -0.581 0.553
Se 2.9016 1.7416 1.3526 -0.698 -0.079 -0.288 0.573
C 3.6762 1.5774 3.0946 -0.095 -0.258 -0.079 -0.655
C 4.5423 0.5195 3.3520 -0.112 0.117 0.078 -0.130
C 5.1776 0.4740 4.5813 0.059 -0.232 -0.253 -0.159
N 5.0053 1.3843 5.5232 0.255 -0.023 0.574 0.046
C 4.1739 2.3827 5.2788 -0.148 0.223 -0.073 -0.160
C 3.4852 2.5338 4.0854 0.012 -0.182 -0.089 -0.116
H 4.7147 -0.2401 2.6027 0.027 -0.030 -0.011 0.089
H 5.8692 -0.3244 4.8199 0.024 -0.105 -0.046 0.102
H 4.0674 3.1033 6.0801 -0.098 0.113 0.003 0.101
H 2.8206 3.3689 3.9262 -0.042 0.073 -0.018 0.092
S -0.1954 1.8529 2.9968 1.782 -0.171 -0.841 0.575
C -1.6786 1.0731 3.1567 -0.241 -1.347 1.018 -0.805
N -1.7831 0.0706 4.1221 -0.927 0.685 -1.132 0.115
C -2.9210 -0.6491 4.2509 0.519 0.143 0.128 -0.060
C -3.9933 -0.3479 3.4687 -0.126 0.720 -0.657 -0.027
C -3.8480 0.7341 2.5638 -0.169 -1.043 0.874 -0.091
N -2.7345 1.4035 2.4297 -0.089 0.485 -0.223 0.077
H -0.9547 -0.1353 4.6690 0.157 -0.056 -0.128 0.138
H -2.9238 -1.4438 4.9837 0.072 -0.013 0.014 0.141
H -4.9103 -0.9066 3.5303 -0.054 -0.093 0.055 0.114
H -4.6714 1.0465 1.9383 -0.181 -0.016 -0.061 0.115
O 4.3154 -6.2950 1.2046 -0.316 -0.110 0.180 -0.025
C 5.0569 -5.4100 0.4189 0.887 0.127 -0.377 -0.263
N 4.1957 -4.2899 0.1239 -0.145 -0.259 0.266 0.103
C 4.6562 -3.2752 -0.6327 -0.309 -0.171 0.252 -0.453
O 5.7884 -3.2781 -1.0775 0.249 0.016 -0.169 0.075
C 3.7152 -2.1519 -0.9437 -0.152 0.416 -0.405 -0.081
C 4.0265 -1.3822 -2.0644 -0.157 -0.004 0.235 0.027
C 3.1996 -0.3277 -2.4028 -0.063 -0.249 0.031 -0.018
C 2.1191 -0.0432 -1.5889 0.025 0.179 -0.105 -0.170
N 1.8307 -0.7476 -0.4906 -0.039 0.718 0.971 -0.085
C 2.6026 -1.7957 -0.1934 0.146 -0.375 0.057 -0.084
H 4.8615 -7.0590 1.4138 -0.051 0.072 -0.011 0.097
H 5.3814 -5.8757 -0.5292 -0.071 0.146 0.257 0.136
H 5.9574 -5.0455 0.9445 -0.227 -0.110 -0.146 0.136
H 3.2737 -4.3354 0.5234 -0.104 0.156 -0.089 0.142
H 4.9101 -1.6273 -2.6348 0.042 -0.017 -0.027 0.126
H 3.3875 0.2717 -3.2792 0.000 0.087 -0.036 0.114
H 1.4729 0.7969 -1.8093 0.018 0.039 0.137 0.072
H 2.3258 -2.3412 0.6991 -0.006 0.102 0.137 0.068
C -4.6021 3.5704 -3.0468 0.166 0.069 0.213 -0.097
C -3.6420 3.7768 -1.8816 -0.183 -0.217 0.049 -0.221
C -3.5829 2.5752 -0.9340 -0.018 0.686 0.135 -0.211
N -2.9117 1.4537 -1.5422 0.615 -0.401 -0.138 0.051
C -1.6211 1.1565 -1.3808 -0.472 -0.200 -0.135 -0.803
S -0.6094 2.0355 -0.3877 0.917 0.050 1.071 0.694
N -1.1414 0.0776 -2.1020 0.018 -0.213 0.124 0.086
C -1.4273 -0.2794 -3.4055 -0.033 -0.170 -0.054 -0.419
O -1.1644 -1.3891 -3.8069 -0.036 0.066 -0.051 0.117
C -1.9802 0.7886 -4.2892 -0.033 0.062 -0.480 -0.163
C -1.4673 2.0848 -4.2827 -0.049 -0.192 -0.003 -0.034
C -1.9364 3.0133 -5.1943 0.040 0.072 0.012 -0.075
C -2.9308 2.6716 -6.0955 0.008 -0.039 -0.040 -0.082
C -3.4296 1.3798 -6.1175 -0.052 0.014 -0.031 -0.070
C -2.9402 0.4346 -5.2351 0.085 -0.073 0.251 -0.017
H -4.5354 4.4126 -3.7285 -0.069 0.047 -0.180 0.076
H -5.6288 3.4983 -2.6957 -0.146 -0.024 0.042 0.076
H -4.3655 2.6682 -3.6051 0.022 -0.110 -0.148 0.050
H -3.9512 4.6541 -1.3149 0.072 0.068 0.088 0.112
H -2.6342 3.9579 -2.2571 0.072 0.095 0.053 0.099
H -4.5903 2.2492 -0.6631 0.008 0.009 0.008 0.125
H -3.0348 2.8347 -0.0250 -0.115 -0.134 -0.043 0.078
H -3.4268 0.9294 -2.2347 0.065 -0.079 0.054 0.151
H -0.5572 -0.5782 -1.5885 -0.018 0.050 0.037 0.067
H -0.6892 2.3611 -3.5856 0.072 0.024 0.109 0.113
H -1.5245 4.0097 -5.2022 0.056 0.144 0.027 0.112
H -3.3120 3.4084 -6.7853 -0.014 0.081 -0.088 0.108
H -4.1934 1.1044 -6.8276 -0.075 -0.027 -0.092 0.108
H -3.2906 -0.5865 -5.2687 -0.026 -0.091 0.015 0.122

# 2
9
Properties=species:S:1:pos:R:3:forces:R:3:lowdin_spin:R:1 method="wB97M-V/def2-TZVPD" spin_multiplicity=2 gap_ev="6.050 / 9.512" homo_energy_ev="-5.862 / -9.489" fmax_ev_per_a=6.05 e_above_lowest_kj_mol=292.1 lumo_ev="0.19 / 0.02"
H -0.7089 0.8690 -1.6570 0.201 -0.110 0.529 0.012
O -0.3389 -1.2167 0.3702 -1.687 -0.270 0.636 0.055
O 0.6952 -1.1561 -0.6294 -1.851 -1.686 -1.209 0.114
C -1.1513 -0.1260 0.3328 3.790 -2.426 0.359 0.031
H -1.9004 -0.1512 1.1295 0.331 -0.037 -0.319 0.002
Sn 1.6463 0.3402 0.1258 4.625 2.041 0.945 0.676
O -0.2278 1.2014 0.4189 -2.535 1.826 1.669 0.082
C -1.0926 0.9647 -0.6379 -4.446 -3.445 -2.237 0.026
H -2.2990 0.6683 -0.6112 1.572 4.107 -0.372 0.001

# 3
60
Properties=species:S:1:pos:R:3:forces:R:3:lowdin_charge:R:1 method="wB97M-V/def2-TZVPD" spin_multiplicity=1 gap_ev=7.777 homo_energy_ev=-10.097 fmax_ev_per_a=1.39 e_above_lowest_kj_mol=21.9 lumo_ev=-2.32 charge=+1
Rb -0.1383 0.3133 -0.0424 -0.704 1.001 -0.669 0.885
C 0.1783 -1.4677 -3.1710 -0.036 0.069 -0.055 -0.105
N 1.4062 -1.4393 -2.3877 -0.002 -0.058 0.304 -0.300
C 2.4038 -0.5722 -2.9886 0.112 0.097 -0.002 -0.082
C 1.9093 -2.7902 -2.1637 -0.039 -0.137 -0.367 -0.198
C 2.8103 -2.9352 -0.9515 0.112 0.165 0.388 -0.081
N 2.1567 -2.4738 0.2883 -0.661 -0.074 -0.267 -0.049
C 2.8917 -1.9665 1.3934 0.192 -0.079 -0.070 -0.075
C 2.9916 -0.6041 1.6298 -0.077 -0.205 -0.035 -0.143
F 2.3533 0.2303 0.7943 0.461 0.170 0.145 -0.011
C 3.7095 -0.1226 2.7019 0.005 0.089 0.028 -0.191
F 3.7721 1.1943 2.9080 -0.013 -0.015 -0.021 0.115
C 4.3586 -0.9926 3.5591 0.047 0.104 0.019 0.114
C 4.2777 -2.3455 3.3202 -0.064 -0.180 -0.078 -0.191
F 4.8902 -3.2159 4.1167 0.022 0.065 0.028 0.129
C 3.5472 -2.8368 2.2457 0.031 0.048 0.084 -0.131
F 3.4737 -4.1469 2.0375 -0.012 -0.038 -0.026 0.141
H 0.3190 -1.8882 -4.1769 0.033 -0.027 0.013 0.100
H -0.2014 -0.4506 -3.2948 -0.011 -0.004 0.014 0.079
H -0.5782 -2.0553 -2.6490 -0.007 0.009 -0.016 0.075
H 3.3010 -0.5285 -2.3691 -0.015 -0.021 -0.004 0.085
H 2.0136 0.4446 -3.0618 -0.024 -0.014 -0.017 0.079
H 2.7000 -0.8936 -3.9980 -0.028 -0.039 0.003 0.099
H 2.4917 -3.1500 -3.0267 0.001 0.024 -0.001 0.136
H 1.0595 -3.4644 -2.0763 -0.011 0.025 0.099 0.120
H 3.7087 -2.3245 -1.0541 0.015 -0.036 -0.032 0.129
H 3.1240 -3.9720 -0.8275 0.000 -0.024 -0.083 0.134
H 4.9230 -0.6090 4.3983 -0.002 -0.030 -0.006 0.153
N -0.7363 2.9015 -1.6887 0.182 0.057 0.003 0.066
C 0.1119 3.3241 -0.6525 -0.092 -0.075 -0.070 -0.421
C -0.4185 3.7591 0.5618 0.045 0.013 -0.008 -0.061
C 0.4233 4.0439 1.6279 -0.067 -0.013 0.032 -0.074
C 1.7987 3.8958 1.5104 -0.058 -0.011 -0.051 -0.087
C 2.3240 3.4600 0.3015 0.019 -0.048 -0.002 -0.084
C 1.4924 3.1640 -0.7701 0.046 0.110 0.056 -0.081
H -1.6554 3.3155 -1.6838 -0.052 -0.029 0.028 0.093
H -0.3256 2.9518 -2.6086 -0.001 0.050 -0.037 0.096
H -1.4907 3.8817 0.6644 -0.002 0.005 0.006 0.116
H -0.0101 4.3841 2.5600 0.034 0.017 -0.003 0.112
H 2.4465 4.1204 2.3462 0.014 -0.005 -0.021 0.108
H 3.3940 3.3373 0.1915 -0.003 0.014 -0.009 0.114
H 1.9137 2.8179 -1.7080 0.013 0.022 -0.007 0.111
C -5.6840 1.8155 -1.1632 0.033 -0.213 0.158 -0.017
N -5.4490 0.8395 -0.1043 -0.141 0.133 -0.283 -0.126
C -6.2370 0.7026 1.0234 0.078 -0.012 0.065 -0.035
C -5.7221 -0.3152 1.7408 0.074 0.031 -0.064 -0.033
N -4.6280 -0.7877 1.0391 0.034 -0.248 0.057 -0.129
C -3.8016 -1.9228 1.4427 -0.271 0.217 -0.119 -0.021
C -4.4711 -0.0885 -0.1049 0.534 -0.102 -0.104 -0.705
Se -3.1385 -0.3866 -1.3937 -0.545 0.131 0.312 0.533
H -5.5139 2.8214 -0.7841 -0.006 0.021 -0.013 0.097
H -6.7076 1.7178 -1.5171 -0.007 0.043 -0.030 0.100
H -4.9912 1.5949 -1.9699 -0.007 0.039 -0.031 0.040
H -7.0824 1.3406 1.2093 0.006 -0.016 -0.009 0.129
H -6.0259 -0.7530 2.6748 -0.026 0.037 -0.015 0.127
H -4.3223 -2.4313 2.2497 0.076 -0.065 0.005 0.096
H -2.8226 -1.5892 1.7800 0.025 0.008 0.002 0.085
H -3.6792 -2.5834 0.5888 0.043 -0.060 0.031 0.079
O 0.3259 -1.8413 1.2111 0.039 -0.875 0.703 -0.208
N 0.8299 -2.4276 0.2712 0.656 -0.061 0.046 -0.037